Entry 1:
{
  "formula": "C40H53N10O5P",
  "method": "ωB97M-V with the def2-TZVPD basis set",
  "species": ["O", "H", "H", "H", "P", "O", "O", "O", "O", "N", "C", "C", "C", "C", "H", "H", "H", "H", "H", "N", "C", "C", "C", "C", "H", "H", "H", "H", "H", "N", "C", "C", "C", "C", "H", "H", "H", "H", "H", "N", "C", "C", "C", "C", "H", "H", "H", "H", "H", "N", "C", "C", "C", "C", "H", "H", "H", "H", "H", "N", "C", "C", "C", "C", "H", "H", "H", "H", "H", "N", "C", "C", "C", "C", "H", "H", "H", "H", "H", "N", "C", "C", "C", "C", "H", "H", "H", "H", "H", "N", "C", "C", "C", "C", "H", "H", "H", "H", "H", "N", "C", "C", "C", "C", "H", "H", "H", "H", "H"],
  "coordinates": [[2.42049, -1.83372, -0.73777], [3.09349, -0.98272, -0.96577], [1.59349, -1.53772, -1.24777], [2.03449, -1.75972, 0.13723], [0.12449, 0.07128, 0.08523], [1.05349, 1.14228, 0.21423], [0.63049, -1.22172, 0.88423], [0.34349, -0.43572, -1.25077], [-1.23651, 0.36028, 0.31723], [-2.65551, -0.75972, 2.02723], [-4.05351, -0.82372, 1.88623], [-4.58851, -1.35672, 2.89323], [-3.46951, -1.66872, 3.90623], [-2.31351, -1.20372, 3.34523], [-1.94551, -0.22872, 1.29523], [-4.52551, -0.36672, 0.88623], [-5.67551, -1.60572, 3.12523], [-3.40851, -2.07372, 4.82823], [-1.21351, -1.26172, 3.49523], [1.46149, 3.52228, -0.44477], [0.52849, 4.29628, 0.24223], [1.03149, 5.55828, 0.16623], [2.33449, 5.51528, -0.74177], [2.52449, 4.18428, -1.04477], [1.40249, 2.43428, -0.41677], [-0.34351, 3.55928, 0.78323], [0.65149, 6.59028, 0.58523], [3.00849, 6.35928, -1.02677], [3.25449, 3.77728, -1.68577], [-2.49351, 2.34128, 0.43823], [-2.64451, 3.16128, -0.66677], [-3.06751, 4.40028, -0.14777], [-3.22751, 4.27428, 1.28323], [-2.78951, 3.04928, 1.69723], [-2.08351, 1.27828, 0.45923], [-2.42651, 2.73728, -1.46177], [-3.43451, 5.28228, -0.68377], [-3.73051, 5.07328, 1.95023], [-2.82751, 2.52328, 2.69423], [1.69249, 2.03228, 2.54723], [2.51449, 3.07628, 2.80123], [2.53849, 3.14228, 4.14923], [1.69649, 2.06928, 4.68923], [1.13149, 1.41828, 3.62723], [1.49549, 1.66128, 1.58423], [2.75149, 3.64228, 2.16823], [3.07549, 3.98928, 4.70523], [1.72849, 1.71328, 5.82123], [0.41749, 0.53028, 3.59923], [-0.53951, 1.14328, -2.95977], [-0.21151, 2.52328, -3.16477], [-0.88351, 2.94728, -4.32077], [-1.58251, 1.60628, -4.89477], [-1.36051, 0.62828, -3.91877], [-0.09251, 0.64128, -2.08677], [0.56449, 2.88128, -2.59177], [-0.78851, 3.97128, -4.41877], [-2.13251, 1.37628, -5.78277], [-1.65751, -0.42172, -3.94677], [1.79249, -1.92972, 2.93023], [2.94449, -1.31972, 3.40823], [3.27249, -2.03472, 4.53423], [2.10949, -3.03872, 4.81223], [1.38349, -3.05172, 3.70723], [1.22449, -1.67072, 1.97623], [3.22049, -0.37772, 2.91023], [4.21849, -1.58972, 5.09023], [2.04049, -3.81372, 5.79223], [0.59849, -3.73772, 3.33823], [0.41849, -2.17372, -3.10977], [-0.24051, -3.30572, -2.95177], [-0.00751, -4.14572, -3.97077], [0.62949, -3.16972, -5.06377], [0.78849, -2.00372, -4.43777], [0.43249, -1.41572, -2.30677], [-0.91751, -3.41072, -1.98477], [-0.28351, -5.26672, -4.15477], [0.69549, -3.32972, -6.22777], [1.19249, -0.88572, -4.79577], [3.33449, 0.73028, -0.89177], [3.49949, 0.43828, -2.18377], [4.88549, -0.05172, -2.19377], [5.50549, 0.13628, -0.83677], [4.41449, 0.67028, -0.14477], [2.44649, 0.98828, -0.51577], [2.63349, 0.52328, -2.89477], [5.24849, -0.15572, -3.00677], [6.52449, 0.06728, -0.48477], [4.45449, 1.34328, 0.83823], [0.02749, -3.47072, 0.49823], [-1.24151, -4.05672, 1.23223], [-1.14051, -5.29672, 0.88823], [0.05749, -5.68972, 0.11023], [0.83049, -4.51972, -0.04477], [0.24649, -2.62172, 0.83923], [-1.83351, -3.44672, 1.76123], [-1.80051, -5.96372, 1.46223], [0.34749, -6.64672, -0.18477], [1.79449, -4.18172, -0.60677], [-3.20851, -0.46172, -1.23077], [-3.36351, -1.91172, -1.14177], [-4.49751, -2.12672, -1.90177], [-4.82851, -0.77772, -2.57777], [-4.09351, 0.11728, -2.06577], [-2.43451, -0.02372, -0.58477], [-2.57851, -2.56772, -0.72877], [-4.90451, -3.13672, -2.01677], [-5.69851, -0.36372, -3.28477], [-3.83451, 1.18628, -2.31277]],
  "lowdin_charge": [0.13, 0.16, 0.09, 0.06, 0.03, -0.27, -0.33, -0.28, -0.22, 0.01, -0.23, -0.14, -0.09, -0.14, 0.06, 0.15, 0.10, 0.02, 0.10, -0.06, -0.14, -0.11, -0.10, -0.18, 0.07, 0.18, 0.10, 0.07, 0.08, 0.00, -0.12, -0.12, -0.18, -0.12, 0.02, -0.01, 0.07, 0.10, 0.11, 0.01, -0.14, -0.12, -0.14, -0.15, 0.07, -0.01, 0.10, 0.12, 0.13, -0.01, -0.13, -0.05, -0.06, -0.20, 0.06, 0.05, 0.03, 0.04, 0.11, -0.03, -0.19, -0.14, -0.15, -0.19, 0.03, 0.10, 0.09, 0.12, 0.10, -0.03, -0.24, -0.09, -0.13, -0.22, 0.07, 0.14, 0.10, 0.10, 0.16, -0.07, -0.08, -0.02, -0.02, -0.17, 0.05, 0.14, -0.04, 0.08, 0.17, 0.04, -0.04, -0.18, -0.09, -0.10, -0.06, 0.05, 0.09, 0.04, 0.13, 0.00, -0.10, -0.08, -0.15, -0.27, 0.10, 0.09, 0.07, 0.12, 0.13],
  "total_charge": -2,
  "e_tot_ev": -76753.366,
  "relative_energy_kj_mol": 519.58,
  "lumo_energy_ha": 0.15818
}


Entry 2:
{
  "formula": "C40H54BN10",
  "method": "ωB97M-V with the def2-TZVPD basis set",
  "species": ["B", "H", "H", "H", "H", "N", "C", "C", "C", "C", "H", "H", "H", "H", "H", "N", "C", "C", "C", "C", "H", "H", "H", "H", "H", "N", "C", "C", "C", "C", "H", "H", "H", "H", "H", "N", "C", "C", "C", "C", "H", "H", "H", "H", "H", "N", "C", "C", "C", "C", "H", "H", "H", "H", "H", "N", "C", "C", "C", "C", "H", "H", "H", "H", "H", "N", "C", "C", "C", "C", "H", "H", "H", "H", "H", "N", "C", "C", "C", "C", "H", "H", "H", "H", "H", "N", "C", "C", "C", "C", "H", "H", "H", "H", "H", "N", "C", "C", "C", "C", "H", "H", "H", "H", "H"],
  "coordinates": [[0.59217, 0.28936, 0.00012], [0.32885, 1.38017, 0.47012], [-0.16548, -0.64400, 0.62773], [0.38381, 0.24263, -1.20131], [1.84802, 0.06247, 0.25274], [-2.68815, -0.78463, 3.74100], [-2.23963, -1.90060, 3.07392], [-1.97973, -2.95922, 4.01722], [-2.43336, -2.42290, 5.36667], [-2.77092, -0.94344, 5.13707], [-2.96722, -0.00564, 3.04087], [-2.27256, -2.00442, 2.02804], [-1.67843, -4.00598, 3.86831], [-2.44478, -2.92163, 6.38782], [-3.03753, -0.09761, 5.72338], [-3.50607, 3.13997, -2.00428], [-3.98676, 3.61165, -3.17011], [-3.82235, 2.62089, -4.15921], [-2.94469, 1.47561, -3.55083], [-2.70010, 2.02480, -2.12055], [-3.47702, 3.82264, -1.20234], [-4.66318, 4.56448, -3.36292], [-3.95991, 2.41714, -5.25326], [-2.36649, 0.70775, -4.10456], [-1.96969, 1.62063, -1.20404], [1.47969, 5.85158, -1.51199], [0.53854, 4.82101, -1.71956], [-0.44824, 5.42895, -2.73730], [-0.04692, 6.91109, -2.86401], [1.18975, 7.04792, -2.18343], [2.23839, 5.95668, -0.91326], [0.76846, 3.83299, -1.11624], [-1.40847, 4.94459, -3.11509], [-0.57423, 7.65201, -3.36022], [1.92676, 7.85727, -1.97324], [1.16319, -3.95401, -2.80674], [2.22055, -4.87534, -2.90369], [2.90345, -4.80773, -1.64554], [2.19402, -3.84534, -0.76581], [1.12936, -3.20747, -1.58658], [0.51195, -3.99938, -3.59391], [2.22237, -5.40877, -3.98749], [3.89842, -5.46331, -1.58420], [2.49614, -3.48079, 0.23325], [0.60522, -2.27808, -1.34236], [2.81458, -1.87765, 3.80047], [2.15534, -2.75220, 2.84714], [3.05017, -4.06275, 2.78371], [4.11654, -3.74926, 3.62278], [3.88949, -2.53585, 4.47806], [2.46438, -0.97226, 4.06127], [1.37542, -2.38447, 2.40760], [2.83505, -4.93232, 2.17642], [4.94129, -4.46357, 3.71123], [4.55585, -2.14854, 5.38135], [-2.51769, 1.35793, 1.56935], [-3.82954, 1.14496, 1.04897], [-4.70853, 1.50277, 2.02427], [-3.85361, 2.26447, 3.09253], [-2.44055, 2.05899, 2.73431], [-1.65389, 1.04539, 0.90366], [-3.75305, 0.63937, 0.15317], [-5.88128, 1.32385, 2.10030], [-4.26603, 2.84493, 3.94209], [-1.58137, 2.46056, 3.16824], [-1.74521, -1.66199, -0.42003], [-2.84215, -1.23721, -1.18968], [-3.75739, -2.49111, -1.37100], [-2.98401, -3.67999, -0.71916], [-1.71747, -2.91982, -0.04889], [-0.88500, -1.04522, -0.24496], [-2.82710, -0.20947, -1.53563], [-4.82624, -2.44383, -1.64791], [-3.18554, -4.64358, -0.36449], [-1.03033, -3.27933, 0.57196], [1.56710, 1.14881, 3.25806], [2.82210, 1.54401, 3.78767], [2.84342, 1.30557, 5.20648], [1.44106, 0.67253, 5.50155], [0.78114, 0.47410, 4.19106], [1.36580, 1.11596, 2.37383], [3.71303, 1.98443, 3.16379], [3.55482, 1.60301, 5.87001], [1.07934, 0.33132, 6.49012], [-0.18717, 0.03212, 3.71772], [3.52996, 2.12761, -1.58493], [4.79228, 1.74866, -1.23823], [5.79836, 2.57236, -1.93514], [4.96034, 3.37894, -2.92026], [3.57812, 3.11707, -2.70076], [2.65529, 1.79509, -1.18154], [5.03112, 0.90104, -0.58652], [6.84772, 2.38690, -1.71962], [5.36097, 3.98429, -3.92873], [2.63112, 3.27520, -3.39178], [-1.20319, -2.64201, -3.36281], [-0.51541, -1.53183, -3.73098], [0.19287, -2.01049, -5.02157], [-0.21872, -3.50380, -5.12185], [-1.16816, -3.84123, -4.08418], [-1.81717, -2.63732, -2.53978], [-0.58485, -0.58431, -3.04263], [0.91783, -1.28286, -5.51761], [-0.05782, -4.08961, -6.04230], [-1.71069, -4.80236, -3.87042]],
  "lowdin_charge": [-0.42, -0.05, 0.02, -0.03, 0.00, -0.04, -0.15, -0.09, -0.07, -0.09, 0.11, 0.05, 0.08, 0.07, 0.07, -0.06, -0.22, -0.11, -0.03, -0.13, 0.17, 0.14, 0.09, 0.06, 0.14, -0.05, -0.09, -0.05, -0.10, -0.15, 0.10, 0.12, 0.07, 0.04, 0.11, -0.06, -0.15, -0.15, -0.08, -0.07, 0.00, 0.14, 0.10, 0.05, 0.06, 0.00, -0.01, -0.09, -0.18, -0.10, 0.04, 0.00, 0.07, 0.07, 0.12, -0.05, -0.15, -0.09, -0.07, -0.14, 0.13, 0.04, 0.13, 0.07, 0.08, -0.08, -0.12, -0.04, 0.00, -0.13, 0.00, 0.03, 0.06, 0.03, 0.06, 0.01, -0.12, -0.07, -0.06, -0.12, -0.01, 0.14, 0.03, 0.07, 0.13, 0.00, -0.16, -0.10, -0.15, -0.14, 0.09, 0.11, 0.06, 0.13, 0.13, -0.06, -0.09, -0.03, -0.15, -0.12, 0.06, 0.12, 0.08, 0.08, 0.14],
  "total_charge": -1,
  "e_tot_ev": -57914.261,
  "relative_energy_kj_mol": 0.00,
  "lumo_energy_ha": 0.08938
}